Entry 1:
Here is a molecular structure, C9H17CaN3O5Se from the OMol25 dataset. Energies are from ωB97M-V with the def2-TZVPD basis set.

Geometry as XYZ:
```
36
Properties=species:S:1:pos:R:3:forces:R:3
Ca 0.1208 -0.1794 -0.3580 0.13 0.04 -0.55
O 1.9187 1.2902 3.4019 0.03 0.02 -0.13
C 1.2587 1.2382 2.2628 -0.28 0.11 0.10
O 1.6928 0.7406 1.2428 0.10 -0.03 0.06
C -0.0845 1.9429 2.3188 -0.09 0.11 -0.02
O -1.0044 1.4053 1.3894 0.15 -0.31 0.01
C -1.7845 0.3081 1.9531 -0.18 0.21 0.13
C -0.8195 -0.8335 2.3374 0.10 0.07 0.01
O -0.4792 -0.9096 3.5119 0.00 -0.05 0.02
O -0.3713 -1.4813 1.3343 -0.09 -0.02 0.28
H 2.7389 0.7845 3.3003 0.11 -0.01 0.04
H -0.4769 1.9241 3.3352 0.02 -0.05 0.01
H 0.0994 2.9791 2.0222 0.00 0.02 0.06
H -2.3345 0.6768 2.8190 0.01 0.00 0.01
H -2.4771 0.0173 1.1634 0.00 -0.03 0.01
N 2.2076 -0.5130 -1.7781 -0.09 -0.07 0.03
C 1.9465 0.1710 -3.0625 0.00 -0.02 0.00
C 1.6449 1.6580 -2.8387 0.07 0.03 0.05
C 0.4432 2.1855 -3.6194 0.01 0.04 -0.09
C -0.8940 1.5478 -3.2673 -0.01 -0.01 0.05
N -1.1581 1.5924 -1.8116 0.06 -0.10 0.06
H 3.0937 -0.2153 -1.3837 0.00 0.04 -0.01
H 2.2830 -1.5135 -1.9371 0.01 0.00 -0.01
H 1.0935 -0.3353 -3.5160 -0.03 0.02 0.03
H 2.7854 0.0595 -3.7540 -0.02 0.00 -0.02
H 2.5194 2.2588 -3.0971 0.00 -0.01 -0.01
H 1.4933 1.8365 -1.7676 -0.04 -0.02 -0.01
H 0.6080 2.0336 -4.6898 0.01 0.01 0.01
H 0.3816 3.2694 -3.4781 -0.01 -0.01 0.03
H -0.9214 0.4992 -3.5620 0.01 0.01 -0.01
H -1.6819 2.0550 -3.8304 0.00 0.00 -0.01
H -2.0917 1.2236 -1.6502 0.00 -0.01 -0.01
H -1.1855 2.5561 -1.4912 0.01 0.00 0.00
Se -2.2292 -2.7257 -4.3186 0.29 0.25 0.51
C -1.4107 -2.0265 -2.8716 -0.28 -0.18 -0.64
N -0.8646 -1.5159 -1.9734 -0.02 -0.07 0.00
```
Positions in Å, forces in eV/Å.

Output
**DFT total energy**: -3972.81897 Eh
**Multiplicity**: 1
**Lowest unoccupied orbital energy**: -0.00569 hartree
**Energy above the lowest of the compared OMol25 structures with the same formula, charge and spin**: 10.9 kcal per mole
**HOMO-LUMO gap**: 7.2 eV

Entry 2:
Here is a molecular structure, C9H17Cl2EuNO2 at a distorted geometry from the OMol25 dataset. Energies are from ωB97M-V with the def2-TZVPD basis set.

Geometry as XYZ:
```
32
Properties=species:S:1:pos:R:3:forces:R:3
Eu -0.0263 -0.3023 -1.8950 -0.33 0.25 1.69
Cl 1.6351 1.8931 -2.0257 -0.93 0.96 -1.24
Cl -0.7051 -2.8757 -2.0425 0.36 0.25 0.25
C -1.0519 0.0010 -3.7252 1.36 -0.11 -4.08
H -1.8553 -0.5391 -4.2112 -0.25 0.14 -0.05
H -0.5978 0.7854 -4.3849 -0.60 -0.20 0.26
C 1.3306 -0.9717 1.6696 -1.55 -0.76 1.54
C 1.6209 -1.0054 0.3950 0.77 -0.27 -1.39
H 0.5243 -1.6129 2.0657 0.37 0.27 -0.33
C 2.7300 -0.1917 -0.2135 -0.47 0.81 -1.35
H 1.1496 -1.7580 -0.2763 0.10 0.28 0.83
C 3.7773 0.2390 0.7769 0.08 -0.24 0.81
H 3.1503 -0.8035 -1.0395 0.13 0.38 0.32
H 2.3507 0.8014 -0.7445 0.74 -2.49 1.47
C 3.1111 0.7484 2.0623 -0.44 0.58 0.18
H 4.4245 -0.6061 1.0123 0.22 -0.09 0.13
H 4.3972 1.0388 0.3644 0.02 -0.10 -0.03
C 2.0904 -0.2092 2.6946 0.87 0.08 0.35
H 3.8452 1.0339 2.8236 0.05 -0.02 -0.18
H 2.5620 1.6596 1.8060 0.09 0.11 -0.06
H 2.6538 -0.9616 3.2629 -0.05 -0.08 0.09
H 1.4748 0.2955 3.4736 0.13 -0.19 -0.78
N -4.5076 0.0639 0.6778 -0.59 -0.02 -0.72
C -4.2052 0.6311 -0.6499 1.41 0.30 -0.35
C -2.6938 0.4304 -0.8114 0.71 -0.20 -0.25
O -2.2153 0.5412 -1.9958 -1.27 0.52 2.80
O -2.0222 0.1390 0.2211 -0.11 0.30 -1.38
H -4.8625 -0.8869 0.5055 -0.11 -0.65 0.37
H -5.2894 0.5864 1.0829 -0.58 0.39 0.86
H -3.6454 0.0417 1.2507 -0.03 0.11 -0.04
H -4.7181 0.0846 -1.4427 -0.08 0.21 0.23
H -4.4318 1.7098 -0.6867 -0.05 -0.52 0.08
```
Positions in Å, forces in eV/Å.

Output
**DFT total energy**: -2188.94464 Eh
**Multiplicity**: 7
**Lowest unoccupied orbital energy (alpha / beta)**: 0.10549 / 0.10040 hartree
**Energy above the lowest of the compared OMol25 structures with the same formula, charge and spin**: 59.3 kcal per mole
**Total charge**: -1
**HOMO-LUMO gap (alpha / beta)**: 3.8 / 8.3 eV

Entry 3:
Here is 5 unconnected molecules or ions with the total composition C9H17Cl3O16S4 at a distorted geometry from the OMol25 dataset. Energies are from ωB97M-V with the def2-TZVPD basis set.

Geometry as XYZ:
```
49
Properties=species:S:1:pos:R:3:forces:R:3
O 5.6442 1.1266 -3.5269 0.06 -0.06 0.57
S 4.5247 1.0489 -2.6586 -0.31 1.42 -0.51
O 4.5693 0.5203 -1.3527 0.51 -0.78 0.83
O 3.8209 2.4732 -2.5332 -1.61 -0.26 -0.31
C 2.3162 2.2785 -2.6359 1.50 1.30 -0.88
C 2.0634 0.8753 -3.1602 1.59 -0.23 1.41
O 3.3775 0.3877 -3.4696 -0.65 -1.17 -1.13
H 1.8854 2.5220 -1.6779 -0.15 0.05 0.14
H 2.0238 2.9676 -3.4472 0.07 0.09 0.84
H 1.5263 0.9132 -4.0600 -0.76 -0.20 -1.15
H 1.6224 0.2031 -2.4437 -0.33 -0.14 0.28
O 0.6653 -2.6015 2.8356 0.24 -0.40 0.75
S 0.4588 -1.3436 2.2259 0.87 -0.86 -1.32
O 0.1012 -1.3796 0.8484 -0.05 0.59 -0.02
O -0.5645 -0.5118 3.0512 -0.10 -0.47 -0.45
C -0.0244 0.7534 3.4303 0.14 0.49 0.39
C 1.2826 0.9633 2.6121 0.46 -1.36 0.43
O 1.7318 -0.4273 2.3884 -0.66 0.21 0.61
H -0.8954 1.4076 3.2367 1.09 0.36 0.43
H 0.2772 0.5824 4.4772 -0.43 0.81 -0.22
H 2.1354 1.3748 3.1470 -0.46 0.35 0.32
H 1.2440 1.4078 1.6477 -0.66 0.60 -0.72
O -3.1407 2.6981 -0.8669 -0.39 0.06 -0.13
S -1.9168 2.0918 -0.4806 -5.84 -3.63 -0.07
O -0.8689 2.9122 -0.2266 5.24 3.10 1.03
O -2.1688 1.1660 0.8163 -0.16 -1.31 -0.38
C -2.7040 -0.1771 0.3601 0.48 1.78 1.11
C -2.0309 -0.4109 -0.9235 -0.34 0.10 -3.52
O -1.6081 0.9324 -1.4682 0.48 -1.24 0.05
H -2.3781 -0.9670 0.9806 0.67 -0.33 1.33
H -3.7645 -0.1879 0.4531 -0.88 0.51 -0.66
H -2.6939 -0.8627 -1.7288 0.78 0.64 1.14
H -1.1365 -1.0232 -0.8128 -0.08 0.45 -0.10
O -1.3671 -3.6540 -2.1169 0.12 -0.36 0.07
S -2.2843 -3.7967 -1.0407 -0.38 1.42 0.46
O -3.5458 -3.1355 -1.1305 0.05 -0.36 -0.14
O -2.4643 -5.2945 -0.6335 -0.08 -0.91 0.53
C -1.7359 -5.6662 0.5850 0.40 0.71 -1.45
C -0.9055 -4.4612 0.9234 1.64 2.64 -1.34
O -1.6407 -3.3001 0.3249 -0.08 -1.51 0.21
H -2.3920 -5.9480 1.3690 -1.02 0.03 0.48
H -1.1472 -6.5073 0.3196 0.63 -0.76 -0.20
H 0.1530 -4.2955 0.5086 -1.51 -1.15 0.39
H -0.8418 -4.2113 1.9526 -0.07 -0.11 0.93
Cl -0.0973 7.2088 1.3071 0.26 0.58 0.68
C 0.5069 5.6758 0.7764 -0.92 -1.16 -0.67
Cl 1.3515 4.6656 2.0251 -0.27 0.85 -0.63
Cl 1.4489 5.8782 -0.7213 0.05 -0.26 0.55
H -0.4133 5.1284 0.5140 0.86 -0.10 0.06
```
Positions in Å, forces in eV/Å.

Output
**DFT total energy**: -4530.16218 Eh
**Multiplicity**: 1
**Lowest unoccupied orbital energy**: 0.00585 hartree
**Energy above the lowest of the compared OMol25 structures with the same formula, charge and spin**: 5.8 kcal per mole
**SMILES**: O=S1(=O)OCCO1.O=S1(=O)OCCO1.O=S1(=O)OCCO1.O=S1(=O)OCCO1.ClC(Cl)Cl
**HOMO-LUMO gap**: 11.2 eV

Entry 4:
Here is a molecular structure, C9H17Hg2O7S2 at a distorted geometry from the OMol25 dataset. Energies are from ωB97M-V with the def2-TZVPD basis set.

Geometry as XYZ:
```
37
Properties=species:S:1:pos:R:3:forces:R:3
Hg -7.1477 3.8051 -21.5523 0.02 -0.08 0.02
Hg -7.8515 8.4332 -24.3261 1.85 0.61 1.98
O -6.5933 7.9435 -20.1350 -0.69 1.00 -0.59
C -7.0485 7.3128 -21.1894 0.65 -2.27 -1.45
O -7.3276 6.1243 -21.1198 -1.24 -0.98 1.11
O -6.9493 7.8238 -22.3529 0.15 3.18 -2.36
H -6.8964 7.3341 -19.4580 0.45 -0.12 1.39
C -2.8210 9.0592 -22.8162 0.95 1.88 -0.38
C -3.5392 9.6369 -21.6037 -2.45 -0.14 0.27
C -4.6083 10.7198 -22.0540 -0.37 -1.13 -1.45
S -4.8183 10.4491 -23.8914 4.03 0.42 1.83
O -4.0786 11.5394 -24.5301 -1.65 -1.95 0.17
O -6.2148 10.1715 -24.2325 -2.69 -0.58 -0.98
C -3.8894 8.8601 -23.9431 1.29 0.57 0.51
H -2.1386 8.2265 -22.6459 -0.71 -0.43 0.18
H -2.1000 9.8519 -23.0158 0.03 0.08 -1.14
H -3.0439 10.0846 -20.7421 0.80 -0.33 -0.45
H -4.1244 8.7967 -21.2300 -0.27 0.15 0.52
H -4.3750 11.7832 -22.0015 0.27 -0.20 0.27
H -5.6075 10.5046 -21.6753 0.16 0.17 0.37
H -3.4760 8.7398 -24.9445 0.11 0.18 0.04
H -4.4566 7.9637 -23.6923 -0.65 0.36 0.01
C -9.8155 4.0362 -16.4350 -0.38 1.58 1.08
C -8.6098 3.4172 -15.7484 3.59 -0.74 -0.51
C -7.4760 3.1209 -16.8533 -2.68 0.70 -0.99
S -7.6181 4.5922 -17.9564 -0.54 -1.71 3.35
O -7.1849 4.1068 -19.2542 0.21 0.19 -1.02
O -6.9651 5.7203 -17.3264 -0.52 0.16 -1.19
C -9.4835 4.6312 -17.7989 0.50 -0.88 -1.38
H -10.1224 4.9173 -15.8714 0.01 -0.18 0.52
H -10.7119 3.4163 -16.4163 0.30 -0.28 -0.50
H -8.7025 2.4794 -15.2005 -0.74 0.08 -0.17
H -8.0367 4.0528 -15.0735 -0.80 0.52 0.29
H -7.9430 2.4049 -17.5296 0.26 -0.45 -0.09
H -6.4569 2.7859 -16.6601 -0.13 0.56 0.45
H -9.8573 3.9648 -18.5762 0.42 -0.21 -0.25
H -9.9453 5.5810 -18.0688 0.47 0.28 0.54
```
Positions in Å, forces in eV/Å.

Output
**DFT total energy**: -1982.23608 Eh
**Multiplicity**: 2
**Lowest unoccupied orbital energy (alpha / beta)**: -0.42166 / -0.42146 hartree
**Total charge**: +2
**HOMO-LUMO gap (alpha / beta)**: 3.9 / 4.2 eV

- Among the records above, which one has the lowest DFT total energy?
  C9H17Cl3O16S4

Please write out number 2 again, unchanged.
Here is a molecular structure, C9H17Cl2EuNO2 at a distorted geometry from the OMol25 dataset. Energies are from ωB97M-V with the def2-TZVPD basis set.

Geometry as XYZ:
```
32
Properties=species:S:1:pos:R:3:forces:R:3
Eu -0.0263 -0.3023 -1.8950 -0.33 0.25 1.69
Cl 1.6351 1.8931 -2.0257 -0.93 0.96 -1.24
Cl -0.7051 -2.8757 -2.0425 0.36 0.25 0.25
C -1.0519 0.0010 -3.7252 1.36 -0.11 -4.08
H -1.8553 -0.5391 -4.2112 -0.25 0.14 -0.05
H -0.5978 0.7854 -4.3849 -0.60 -0.20 0.26
C 1.3306 -0.9717 1.6696 -1.55 -0.76 1.54
C 1.6209 -1.0054 0.3950 0.77 -0.27 -1.39
H 0.5243 -1.6129 2.0657 0.37 0.27 -0.33
C 2.7300 -0.1917 -0.2135 -0.47 0.81 -1.35
H 1.1496 -1.7580 -0.2763 0.10 0.28 0.83
C 3.7773 0.2390 0.7769 0.08 -0.24 0.81
H 3.1503 -0.8035 -1.0395 0.13 0.38 0.32
H 2.3507 0.8014 -0.7445 0.74 -2.49 1.47
C 3.1111 0.7484 2.0623 -0.44 0.58 0.18
H 4.4245 -0.6061 1.0123 0.22 -0.09 0.13
H 4.3972 1.0388 0.3644 0.02 -0.10 -0.03
C 2.0904 -0.2092 2.6946 0.87 0.08 0.35
H 3.8452 1.0339 2.8236 0.05 -0.02 -0.18
H 2.5620 1.6596 1.8060 0.09 0.11 -0.06
H 2.6538 -0.9616 3.2629 -0.05 -0.08 0.09
H 1.4748 0.2955 3.4736 0.13 -0.19 -0.78
N -4.5076 0.0639 0.6778 -0.59 -0.02 -0.72
C -4.2052 0.6311 -0.6499 1.41 0.30 -0.35
C -2.6938 0.4304 -0.8114 0.71 -0.20 -0.25
O -2.2153 0.5412 -1.9958 -1.27 0.52 2.80
O -2.0222 0.1390 0.2211 -0.11 0.30 -1.38
H -4.8625 -0.8869 0.5055 -0.11 -0.65 0.37
H -5.2894 0.5864 1.0829 -0.58 0.39 0.86
H -3.6454 0.0417 1.2507 -0.03 0.11 -0.04
H -4.7181 0.0846 -1.4427 -0.08 0.21 0.23
H -4.4318 1.7098 -0.6867 -0.05 -0.52 0.08
```
Positions in Å, forces in eV/Å.

Output
**DFT total energy**: -2188.94464 Eh
**Multiplicity**: 7
**Lowest unoccupied orbital energy (alpha / beta)**: 0.10549 / 0.10040 hartree
**Energy above the lowest of the compared OMol25 structures with the same formula, charge and spin**: 59.3 kcal per mole
**Total charge**: -1
**HOMO-LUMO gap (alpha / beta)**: 3.8 / 8.3 eV

- Among the records above, which one has the lowest DFT total energy?
  C9H17Cl3O16S4

- What is the multiplicity in the third record?
  1